Entry 1:
{
  "formula": "C29H36N6S2Sr",
  "method": "ωB97M-V with the def2-TZVPD basis set",
  "total_energy_ev": -62096.2665,
  "e_homo_ev": -13.310,
  "relative_energy_ev": 0.674,
  "charge": 2,
  "elements": ["Sr", "C", "C", "C", "C", "C", "C", "C", "N", "C", "C", "C", "C", "C", "C", "C", "N", "C", "C", "C", "C", "H", "H", "H", "H", "H", "H", "H", "H", "H", "H", "H", "H", "H", "H", "H", "H", "H", "H", "H", "H", "H", "H", "H", "H", "N", "C", "S", "N", "C", "C", "C", "C", "C", "C", "H", "H", "H", "H", "H", "H", "H", "H", "S", "C", "N", "C", "C", "C", "N", "H", "H", "H", "H"],
  "xyz": [[0.138225, 0.603793, 0.339415], [7.138272, 0.028572, 3.028416], [6.808101, 0.072934, 1.533087], [7.409065, -1.168336, 0.852607], [7.420963, 1.346240, 0.924767], [5.311162, 0.092032, 1.277109], [4.818405, 0.123119, -0.028573], [3.458678, 0.147681, -0.233806], [2.560273, 0.148801, 0.760821], [3.016971, 0.104912, 2.023989], [4.370800, 0.079000, 2.301408], [1.976363, 0.079618, 3.095435], [2.283177, 0.005227, 4.437261], [1.279219, -0.028399, 5.406812], [-0.035139, 0.001536, 4.949903], [-0.271168, 0.069327, 3.590902], [0.698283, 0.123923, 2.674556], [1.650886, -0.099371, 6.882689], [2.478992, 1.149862, 7.238905], [0.416333, -0.147551, 7.781602], [2.493607, -1.364985, 7.123630], [8.221236, 0.019614, 3.154523], [6.745773, -0.874748, 3.504765], [6.755055, 0.907131, 3.555748], [8.486299, -1.186744, 1.027467], [7.248860, -1.162190, -0.227762], [6.983328, -2.090195, 1.258634], [8.498498, 1.344085, 1.098579], [7.004502, 2.246833, 1.384648], [7.258273, 1.403765, -0.153656], [5.484648, 0.126171, -0.880540], [3.061565, 0.175692, -1.244323], [4.706182, 0.048049, 3.326177], [3.316868, -0.029810, 4.749583], [-0.870989, -0.035051, 5.632321], [-1.290626, 0.084632, 3.214023], [1.915570, 2.064368, 7.039281], [3.415327, 1.192403, 6.676632], [2.729763, 1.130386, 8.301195], [-0.203824, 0.746341, 7.672851], [0.737814, -0.197018, 8.822485], [-0.197920, -1.030873, 7.586248], [3.434774, -1.342036, 6.568213], [1.944674, -2.264078, 6.833756], [2.737653, -1.443331, 8.184642], [-2.425641, -1.789908, -2.870379], [-2.848366, -1.858870, -1.599453], [-2.527300, -0.552772, -0.547493], [-3.525184, -2.957728, -1.272763], [-3.987883, -3.461146, -0.008731], [-3.940688, -4.842118, 0.140537], [-4.410413, -5.432779, 1.301444], [-4.924421, -4.645691, 2.322750], [-4.977288, -3.269727, 2.162428], [-4.517239, -2.666715, 0.997214], [-2.016420, -0.935431, -3.198295], [-2.610447, -2.515356, -3.544716], [-3.607353, -3.643337, -2.008772], [-3.538381, -5.461462, -0.656095], [-4.374700, -6.510204, 1.403847], [-5.292164, -5.105323, 3.231592], [-5.402464, -2.649210, 2.942737], [-4.600773, -1.599071, 0.871787], [0.110162, 3.000751, -1.225643], [-1.548169, 3.191591, -0.964347], [-2.275549, 3.898280, -1.877142], [-3.608203, 4.086093, -1.771442], [-4.270493, 3.548376, -0.714355], [-3.494064, 2.844348, 0.212708], [-2.185169, 2.676947, 0.108549], [-1.762340, 4.296467, -2.651905], [-4.086488, 4.664783, -2.550063], [-5.335477, 3.670146, -0.591606], [-3.961854, 2.414933, 1.090886]],
  "forces_ev_per_angstrom": [[-0.913, -0.082, -0.512], [-0.031, -0.001, -0.059], [0.051, 0.015, 0.048], [0.020, -0.017, 0.006], [0.023, 0.008, 0.014], [0.042, -0.011, -0.036], [0.025, -0.034, 0.003], [-0.018, 0.063, 0.101], [0.330, -0.076, -0.048], [-0.166, 0.015, -0.147], [0.130, -0.014, 0.128], [-0.058, 0.027, -0.068], [0.128, -0.022, 0.091], [-0.019, -0.027, 0.111], [0.038, -0.054, 0.029], [0.098, 0.070, 0.018], [-0.037, -0.103, 0.564], [0.074, 0.026, -0.013], [-0.020, -0.039, -0.033], [-0.035, -0.006, 0.012], [-0.011, 0.024, -0.041], [-0.032, -0.001, -0.001], [0.028, 0.058, -0.022], [0.030, -0.055, -0.024], [-0.042, -0.014, -0.018], [0.011, 0.002, 0.066], [0.023, 0.073, -0.024], [-0.040, 0.016, -0.018], [0.023, -0.071, -0.030], [0.010, -0.005, 0.061], [-0.026, 0.005, 0.027], [0.021, 0.008, 0.003], [-0.006, 0.005, -0.043], [-0.047, 0.004, 0.009], [0.008, 0.004, -0.013], [-0.002, 0.006, 0.035], [0.028, -0.031, 0.020], [-0.063, 0.004, 0.039], [-0.006, -0.007, -0.056], [0.032, -0.049, 0.004], [-0.027, 0.003, -0.029], [0.034, 0.050, 0.008], [-0.067, -0.009, 0.041], [0.027, 0.032, 0.024], [-0.006, 0.012, -0.052], [0.036, -0.007, -0.045], [0.038, -0.095, 0.049], [0.059, 0.078, 0.031], [0.007, -0.020, 0.195], [0.092, 0.021, -0.009], [0.039, -0.075, -0.046], [0.006, -0.035, 0.015], [0.019, -0.010, -0.006], [0.003, 0.068, -0.014], [-0.082, 0.030, -0.032], [0.017, 0.058, 0.012], [-0.032, 0.007, 0.001], [-0.082, -0.052, -0.057], [-0.019, 0.041, 0.059], [-0.001, 0.057, 0.002], [0.008, 0.030, -0.052], [0.029, -0.045, -0.046], [0.020, 0.005, -0.020], [0.075, 0.337, -0.263], [0.125, -0.039, 0.040], [-0.234, 0.042, 0.131], [0.095, 0.075, -0.165], [-0.081, -0.033, 0.119], [0.217, 0.018, 0.105], [-0.050, -0.224, -0.071], [0.025, 0.020, -0.082], [0.061, 0.002, -0.006], [0.033, 0.004, -0.002], [0.012, -0.060, -0.015]],
  "lowdin_charge": [1.23, -0.06, -0.55, -0.03, -0.03, -0.12, 0.02, -0.11, -0.07, -0.19, 0.07, -0.19, 0.06, -0.12, 0.03, -0.11, -0.08, -0.55, -0.03, -0.06, -0.03, 0.10, 0.09, 0.09, 0.10, 0.08, 0.10, 0.10, 0.10, 0.08, 0.12, 0.12, 0.10, 0.11, 0.12, 0.12, 0.10, 0.08, 0.10, 0.09, 0.10, 0.09, 0.08, 0.10, 0.10, 0.11, -0.81, 0.56, 0.08, -0.24, -0.03, -0.06, -0.07, -0.07, -0.05, 0.10, 0.12, 0.15, 0.12, 0.12, 0.11, 0.11, 0.07, 0.56, -0.85, 0.09, -0.01, -0.01, -0.09, 0.02, 0.16, 0.15, 0.13, 0.13]
}

---

Entry 2:
{
  "formula": "C30H75N5Na3O14P",
  "method": "ωB97M-V with the def2-TZVPD basis set",
  "total_energy_ev": -90977.8787,
  "e_homo_ev": -7.995,
  "relative_energy_ev": 1.802,
  "charge": 0,
  "elements": ["Na", "Na", "Na", "P", "O", "O", "O", "O", "C", "O", "C", "C", "N", "C", "C", "O", "C", "H", "H", "H", "H", "H", "H", "H", "H", "H", "H", "H", "H", "H", "H", "H", "C", "O", "C", "C", "N", "C", "C", "O", "C", "H", "H", "H", "H", "H", "H", "H", "H", "H", "H", "H", "H", "H", "H", "H", "C", "O", "C", "C", "N", "C", "C", "O", "C", "H", "H", "H", "H", "H", "H", "H", "H", "H", "H", "H", "H", "H", "H", "H", "C", "O", "C", "C", "N", "C", "C", "O", "C", "H", "H", "H", "H", "H", "H", "H", "H", "H", "H", "H", "H", "H", "H", "H", "C", "O", "C", "C", "N", "C", "C", "O", "C", "H", "H", "H", "H", "H", "H", "H", "H", "H", "H", "H", "H", "H", "H", "H"],
  "xyz": [[0.564736, 1.245661, 2.476624], [2.592073, -1.481704, -0.528303], [0.766638, 1.548159, -2.514024], [0.836663, 0.437427, -0.185916], [0.323657, -0.491886, -1.283391], [0.969201, -0.456488, 1.103210], [-0.066457, 1.638092, 0.064046], [2.175564, 0.976596, -0.689926], [-3.691761, 4.037620, -3.725689], [-4.177241, 2.702836, -3.821206], [-4.275099, 2.008547, -2.552918], [-2.881553, 1.893011, -1.846576], [-1.740993, 1.271867, -2.539247], [-2.076557, 0.114071, -3.313386], [-2.168884, 0.468433, -4.783962], [-1.932023, -0.597011, -5.708025], [-2.997796, -1.497125, -5.830151], [-2.654100, 4.088257, -3.395854], [-4.232368, 4.682406, -3.032794], [-3.870760, 4.484916, -4.703428], [-4.752352, 1.046875, -2.741397], [-5.004891, 2.481450, -1.895750], [-2.909143, 1.280599, -0.945299], [-2.583802, 2.874576, -1.477828], [-1.253433, 0.859004, -1.756988], [-2.901994, -0.481055, -2.922769], [-1.095629, -0.361199, -3.311900], [-1.403473, 1.215900, -4.992651], [-3.066491, 1.058732, -4.968162], [-3.247315, -1.999370, -4.895494], [-2.695351, -2.302918, -6.498974], [-3.913827, -1.056689, -6.223870], [1.273310, 4.496338, 4.115882], [1.905114, 3.794348, 3.003282], [1.646301, 4.370797, 1.686113], [0.128879, 4.471212, 1.337974], [-0.747680, 3.385556, 1.830394], [-2.191056, 3.727571, 1.686843], [-2.611906, 4.379793, 3.032521], [-4.057695, 4.509078, 3.132785], [-4.610547, 4.932673, 4.362327], [0.186481, 4.549127, 4.180123], [1.725504, 5.477067, 4.263501], [1.518189, 3.915571, 5.005182], [2.180046, 3.743606, 0.972086], [2.113343, 5.354930, 1.648000], [0.108139, 4.537213, 0.250170], [-0.221951, 5.434914, 1.707155], [-0.634471, 2.640477, 1.157972], [-2.685601, 2.794616, 1.416446], [-2.373567, 4.408058, 0.855135], [-2.065756, 5.314796, 3.157361], [-2.214659, 3.769339, 3.843469], [-4.487143, 5.990458, 4.594619], [-4.339262, 4.223265, 5.144149], [-5.675429, 4.862851, 4.140392], [5.648288, 3.540134, 2.758790], [5.920019, 2.192444, 2.400312], [5.231787, 1.787923, 1.248150], [5.228678, 0.238874, 1.068901], [4.668526, 0.101162, -0.264647], [5.647350, 0.111575, -1.402749], [4.738685, -0.043077, -2.714233], [4.068226, -1.287274, -2.737898], [3.283983, -1.507315, -3.906835], [6.454256, 4.083224, 2.265242], [5.901815, 3.768567, 3.793987], [4.720622, 3.981306, 2.394240], [5.513141, 2.284616, 0.319583], [4.177624, 2.029474, 1.384170], [4.537945, -0.143656, 1.820335], [6.211865, -0.065948, 1.427412], [3.996997, 0.821187, -0.489851], [6.311678, -0.734651, -1.227621], [6.172873, 1.066492, -1.410175], [5.346265, 0.016826, -3.617204], [3.967072, 0.726361, -2.740288], [3.377717, -2.570406, -4.128518], [3.717110, -1.180198, -4.852083], [2.230123, -1.266776, -3.766802], [-2.037030, -6.899689, -3.316309], [-1.329004, -5.823764, -2.699604], [-0.895149, -4.698454, -3.488875], [-0.791938, -3.379260, -2.685027], [0.510848, -3.061231, -2.156623], [0.610421, -3.758807, -0.872551], [1.961148, -4.435768, -0.805993], [3.103029, -3.651508, -0.879314], [4.312382, -4.256060, -0.505069], [-2.897340, -6.581560, -3.905173], [-2.637715, -7.345602, -2.523567], [-1.420791, -7.545461, -3.941875], [-1.515236, -4.731061, -4.384713], [0.054158, -4.971740, -3.949558], [-1.633546, -3.248760, -2.004754], [-1.128306, -2.633958, -3.405776], [0.498329, -2.069390, -1.966373], [-0.176230, -4.493546, -0.700978], [0.532699, -3.046883, -0.050839], [1.932781, -5.245070, -1.535601], [1.826709, -4.972794, 0.132957], [5.161204, -3.635824, -0.792996], [4.487694, -5.172122, -1.069159], [4.338135, -4.555857, 0.542576], [-4.632636, 0.621363, 1.621513], [-3.795212, -0.407766, 1.273799], [-2.522472, -0.316503, 1.987698], [-1.794675, -1.689749, 1.936768], [-0.665178, -1.680098, 2.873366], [-0.134283, -3.010292, 3.259311], [-0.786729, -3.656554, 4.529192], [-0.079709, -3.205140, 5.675451], [-0.321121, -3.510703, 7.013721], [-4.326718, 1.524090, 1.092734], [-4.828247, 0.889533, 2.659742], [-5.598388, 0.268956, 1.259249], [-2.542910, -0.000735, 3.030758], [-1.959359, 0.495023, 1.526796], [-1.137528, -1.854270, 1.082842], [-2.439299, -2.568674, 1.944090], [0.096011, -1.281483, 2.342518], [0.907435, -2.839304, 3.530760], [-0.145089, -3.688543, 2.406108], [-0.859836, -4.742462, 4.469562], [-1.805567, -3.272160, 4.577302], [-0.310835, -4.540756, 7.370061], [-1.269500, -3.089170, 7.346876], [0.508133, -2.954540, 7.450880]],
  "forces_ev_per_angstrom": [[-0.034, 0.256, 0.118], [0.412, 0.368, -0.164], [-0.047, 0.022, 0.090], [0.141, -1.197, 1.425], [-0.633, 0.141, -1.102], [0.874, 1.061, -0.661], [-0.708, 0.028, -0.238], [0.616, 0.465, -0.373], [-0.385, -0.115, -0.073], [-0.231, 0.011, 1.056], [1.259, 0.067, -0.397], [-0.668, 0.046, 0.568], [-0.550, 1.034, 0.117], [1.600, -0.291, -1.488], [-0.487, 0.771, -0.641], [-0.213, 0.489, 0.524], [-0.124, -0.697, 0.001], [0.244, -0.125, -0.398], [-0.471, -0.266, 0.377], [0.474, -0.104, -0.061], [0.433, -0.170, -0.416], [0.236, 0.547, 0.232], [-1.182, 0.117, 0.390], [0.036, 0.170, -0.190], [0.481, 0.044, 0.329], [0.098, -0.245, 0.051], [-0.408, -1.329, 0.416], [0.415, -0.204, 0.097], [-0.546, -0.514, -0.478], [-0.022, 0.104, 0.371], [0.133, 0.165, -0.181], [-0.046, 0.332, -0.071], [1.011, -0.713, 0.100], [-1.251, 0.537, -0.014], [-0.671, -0.663, 1.130], [0.553, 0.131, 0.341], [-0.229, 1.188, 0.052], [0.771, 0.426, 1.132], [-1.080, -0.690, -0.214], [1.655, 0.223, -0.723], [-0.676, -0.452, -1.027], [-0.109, 0.035, -0.986], [-0.092, 0.198, -0.255], [0.351, -0.112, -0.057], [-0.110, -0.289, 0.141], [-0.137, 0.279, -0.042], [-0.189, -0.001, -0.300], [-0.207, -0.012, 0.166], [0.410, -0.413, -0.505], [-0.349, 0.106, 0.544], [0.004, 0.247, -0.106], [-0.321, 0.547, -0.218], [-0.261, -0.465, 0.147], [0.775, 0.021, 0.213], [0.057, 0.343, 0.388], [-0.180, -0.244, 0.462], [2.041, 0.575, -0.825], [-0.477, -0.026, 0.571], [-1.050, -0.754, 0.916], [-0.602, 3.009, 0.719], [1.832, -2.138, -1.274], [-2.676, -0.554, 0.173], [1.032, -0.116, 0.827], [0.011, -0.154, 0.041], [0.643, -1.384, -0.089], [-0.036, 0.663, -0.417], [-0.746, -0.636, 0.289], [-0.360, -0.518, 0.366], [0.696, 0.163, -0.040], [-0.338, 0.295, -0.095], [-0.131, -0.221, -0.082], [0.303, -0.772, -1.257], [-0.624, 0.093, 0.662], [0.203, 0.104, -0.517], [0.392, -0.018, -0.412], [0.239, 0.261, -0.071], [0.161, 0.508, 0.181], [-0.574, -0.367, 0.604], [0.098, 1.254, 0.183], [0.057, 0.268, -0.078], [-0.658, 1.309, 0.355], [-0.165, -0.092, 0.466], [0.034, -1.464, -0.117], [-1.217, 0.053, -2.290], [-1.212, -1.155, 0.126], [1.721, 1.267, -0.467], [-1.609, -2.370, 0.944], [-0.077, 1.151, 0.042], [0.345, -0.947, -0.461], [0.220, 0.761, -0.793], [0.920, -0.819, 0.298], [0.091, -0.265, 0.378], [-0.754, 0.972, 0.092], [0.669, 0.297, 0.390], [0.003, -0.668, 0.766], [0.660, 0.348, -0.443], [-0.053, 0.491, 0.130], [0.164, -0.190, -0.268], [-0.110, 0.315, 0.270], [0.474, 0.083, -0.559], [1.002, -0.184, 0.724], [-0.319, 0.472, 0.335], [-0.276, -0.306, -0.205], [-0.029, 0.340, 0.237], [-1.661, 0.634, -1.015], [2.189, -0.983, 1.966], [0.036, -1.187, -1.122], [1.503, 0.498, -0.831], [-0.155, -0.869, 2.415], [-0.365, 0.488, 1.000], [-0.499, 0.824, -0.191], [0.969, -0.187, -1.432], [-0.241, 0.802, 0.049], [-0.250, 0.385, -0.017], [0.730, -0.410, 0.490], [-0.294, 0.527, -0.240], [-0.977, -0.325, 0.373], [0.454, -0.154, -0.520], [-1.265, 0.488, -1.543], [-0.320, 0.256, 0.753], [0.079, 0.294, -0.209], [0.123, -0.129, -0.062], [-0.168, -0.389, -0.102], [0.343, -0.204, 0.011], [-0.374, -0.021, 0.028], [0.255, -0.428, -0.597], [-0.210, 0.183, 0.132], [-0.243, -0.237, 0.739]],
  "lowdin_charge": [0.50, 0.35, 0.53, -0.04, -0.36, -0.40, -0.34, -0.37, -0.11, -0.21, -0.16, -0.16, -0.07, -0.21, -0.20, -0.17, -0.13, 0.08, 0.08, 0.09, 0.12, 0.12, 0.11, 0.10, 0.03, 0.13, 0.10, 0.12, 0.11, 0.08, 0.09, 0.09, -0.08, -0.22, -0.16, -0.18, -0.07, -0.16, -0.18, -0.20, -0.12, 0.07, 0.09, 0.08, 0.11, 0.11, 0.11, 0.11, -0.01, 0.09, 0.12, 0.11, 0.11, 0.08, 0.09, 0.08, -0.10, -0.17, -0.24, -0.16, -0.10, -0.12, -0.18, -0.20, -0.08, 0.08, 0.09, 0.08, 0.12, 0.11, 0.11, 0.12, 0.04, 0.11, 0.10, 0.11, 0.11, 0.09, 0.09, 0.08, -0.11, -0.22, -0.17, -0.21, -0.02, -0.18, -0.23, -0.21, -0.08, 0.07, 0.08, 0.08, 0.10, 0.12, 0.13, 0.09, 0.03, 0.13, 0.10, 0.13, 0.12, 0.09, 0.09, 0.10, -0.16, -0.17, -0.15, -0.17, -0.08, -0.17, -0.19, -0.21, -0.12, 0.06, 0.09, 0.09, 0.12, 0.09, 0.09, 0.13, 0.01, 0.12, 0.10, 0.11, 0.11, 0.08, 0.08, 0.09]
}